DFT (the ωB97M-V functional and the def2-TZVPD basis) results for a cluster of 6 separate species, C55H80BClN5O15PS in total.

Cartesian coordinates (Å):
1 C -8.86 11.41 -6.58
2 C -7.48 10.76 -6.63
3 C -7.40 9.64 -7.67
4 C -7.96 8.31 -7.18
5 C -6.94 7.45 -6.43
6 C -7.33 5.98 -6.36
7 C -6.21 5.07 -5.83
8 C -6.22 3.64 -6.41
9 C -6.32 2.56 -5.34
10 C -6.16 1.15 -5.91
11 C -6.51 0.04 -4.92
12 C -5.56 -0.05 -3.72
13 C -4.48 -1.13 -3.87
14 C -3.18 -0.76 -3.16
15 C -2.25 -1.96 -2.96
16 P -0.76 -1.51 -1.94
17 C -1.66 -1.89 -0.24
18 C -0.66 -2.19 0.88
19 C -0.70 -3.63 1.43
20 C 0.47 -4.49 0.96
21 S 2.04 -4.30 1.81
22 O 2.78 -3.24 1.20
23 O 2.63 -5.58 2.00
24 Cl 1.55 -3.60 3.67
25 C 0.27 -1.22 -3.53
26 O 1.48 -0.63 -3.06
27 C 2.27 -0.01 -4.05
28 C 2.74 1.36 -3.57
29 O 2.89 2.28 -4.64
30 C 1.74 3.06 -4.93
31 C 0.96 2.56 -6.15
32 B -0.47 0.40 -1.48
33 C -0.07 0.91 -0.05
34 O -0.67 1.29 -2.51
35 H -9.07 11.84 -5.60
36 H -9.65 10.70 -6.81
37 H -8.93 12.22 -7.31
38 H -6.73 11.52 -6.86
39 H -7.21 10.36 -5.64
40 H -7.95 9.97 -8.56
41 H -6.36 9.51 -8.00
42 H -8.33 7.73 -8.04
43 H -8.83 8.50 -6.53
44 H -5.96 7.55 -6.90
45 H -6.84 7.84 -5.41
46 H -7.62 5.65 -7.36
47 H -8.22 5.88 -5.73
48 H -5.26 5.55 -6.07
49 H -6.26 5.02 -4.74
50 H -5.29 3.47 -6.96
51 H -7.05 3.53 -7.11
52 H -5.53 2.75 -4.61
53 H -7.27 2.64 -4.80
54 H -6.80 1.06 -6.79
55 H -5.12 1.02 -6.24
56 H -6.55 -0.92 -5.44
57 H -7.53 0.22 -4.57
58 H -5.04 0.91 -3.62
59 H -6.11 -0.18 -2.79
60 H -4.28 -1.27 -4.94
61 H -4.85 -2.09 -3.49
62 H -3.43 -0.32 -2.19
63 H -2.67 0.00 -3.76
64 H -1.91 -2.33 -3.93
65 H -2.80 -2.77 -2.47
66 H 0.22 -2.48 -1.57
67 H -2.35 -2.74 -0.37
68 H -2.31 -1.05 0.03
69 H 0.36 -1.98 0.52
70 H -0.81 -1.49 1.70
71 H -0.73 -3.60 2.52
72 H -1.61 -4.14 1.11
73 H 0.75 -4.23 -0.06
74 H 0.25 -5.55 1.03
75 H -0.25 -0.55 -4.23
76 H 0.48 -2.16 -4.07
77 H 1.70 0.12 -4.98
78 H 3.13 -0.65 -4.29
79 H 2.02 1.72 -2.83
80 H 3.72 1.30 -3.09
81 H 1.08 3.09 -4.05
82 H 2.09 4.08 -5.11
83 H -0.05 2.24 -5.88
84 H 0.85 3.34 -6.90
85 H 1.48 1.72 -6.60
86 H 0.09 1.99 -0.03
87 H -0.83 0.66 0.70
88 H 0.85 0.42 0.27
89 H -1.15 2.07 -2.23
90 O 8.72 -1.95 7.02
91 N 7.77 -2.08 7.77
92 O 7.81 -1.94 8.97
93 C 6.47 -2.43 7.17
94 C 6.39 -2.63 5.80
95 C 5.17 -2.98 5.25
96 C 4.05 -3.12 6.06
97 C 4.15 -2.91 7.43
98 C 5.37 -2.56 8.00
99 H 7.28 -2.52 5.19
100 H 5.08 -3.15 4.18
101 H 3.11 -3.38 5.61
102 H 3.27 -3.01 8.05
103 H 5.46 -2.38 9.06
104 O 1.09 -2.11 7.55
105 N 0.02 -2.51 7.97
106 O -0.95 -2.73 7.29
107 C -0.08 -2.77 9.42
108 C 1.01 -2.49 10.23
109 C 0.90 -2.74 11.59
110 C -0.28 -3.25 12.11
111 C -1.36 -3.52 11.28
112 C -1.27 -3.27 9.92
113 H 1.92 -2.10 9.80
114 H 1.75 -2.54 12.24
115 H -0.35 -3.44 13.18
116 H -2.27 -3.92 11.70
117 H -2.09 -3.48 9.26
118 O 1.38 -6.45 10.21
119 N 1.89 -6.71 11.28
120 O 1.28 -7.12 12.25
121 C 3.35 -6.52 11.42
122 C 4.06 -6.02 10.35
123 C 5.42 -5.84 10.49
124 C 6.05 -6.16 11.68
125 C 5.32 -6.66 12.75
126 C 3.95 -6.85 12.62
127 H 3.56 -5.79 9.42
128 H 5.99 -5.44 9.65
129 H 7.12 -6.01 11.79
130 H 5.80 -6.91 13.68
131 H 3.35 -7.24 13.43
132 O 1.37 -4.38 -6.95
133 N 1.14 -3.20 -7.09
134 O 0.12 -2.64 -6.72
135 C 2.17 -2.36 -7.74
136 C 3.33 -2.96 -8.19
137 C 4.29 -2.17 -8.79
138 C 4.08 -0.80 -8.93
139 C 2.91 -0.22 -8.46
140 C 1.94 -1.00 -7.86
141 H 3.47 -4.03 -8.07
142 H 5.20 -2.61 -9.16
143 H 4.83 -0.18 -9.40
144 H 2.75 0.85 -8.56
145 H 1.01 -0.58 -7.49
146 O 5.51 4.41 4.38
147 N 6.39 3.97 3.67
148 O 7.34 4.61 3.27
149 C 6.29 2.56 3.26
150 C 5.20 1.82 3.67
151 C 5.11 0.50 3.27
152 C 6.10 -0.06 2.47
153 C 7.19 0.70 2.08
154 C 7.29 2.03 2.47
155 H 4.44 2.27 4.29
156 H 4.26 -0.10 3.58
157 H 6.02 -1.09 2.16
158 H 7.96 0.27 1.46
159 H 8.13 2.64 2.17

The molar mass is 1160.571 g/mol. The value obtained for the LUMO energy is -0.622 eV. As for the SMILES: CCCCCCCCCCCCCCC[PH](CCCCS(=O)(=O)Cl)(COCCOCC)B(C)O.O=[N+]([O-])c1ccccc1.O=[N+]([O-])c1ccccc1.O=[N+]([O-])c1ccccc1.O=[N+]([O-])c1ccccc1.O=[N+]([O-])c1ccccc1. As for the highest occupied orbital energy: -7.580 eV. The maximum force comes out at 0.900 eV/A. Its gap between HOMO and LUMO is 6.958 eV.

=====

DFT (the ωB97M-V functional and the def2-TZVPD basis) results for a cluster of 14 separate species, C55H94O24 in total at a distorted geometry.

Cartesian coordinates (Å):
1 C 0.01 -8.18 -0.68
2 O 0.08 -6.78 -0.51
3 C -1.10 -6.17 -0.40
4 O -2.17 -6.66 -0.63
5 O -0.89 -4.93 0.02
6 C -1.98 -4.05 0.15
7 H -0.67 -8.46 -1.49
8 H -0.34 -8.66 0.23
9 H 1.01 -8.53 -0.93
10 H -2.61 -4.05 -0.74
11 H -1.67 -3.04 0.35
12 H -2.64 -4.36 0.97
13 C 5.26 1.45 -2.45
14 C 4.11 1.64 -1.45
15 C 4.67 0.95 -0.21
16 O 5.49 -0.12 -0.73
17 C 5.62 0.00 -2.16
18 H 6.11 2.08 -2.22
19 H 4.91 1.62 -3.47
20 H 3.24 1.07 -1.78
21 H 3.81 2.68 -1.33
22 H 3.87 0.46 0.35
23 H 5.28 1.61 0.40
24 H 4.97 -0.71 -2.69
25 H 6.66 -0.24 -2.38
26 C -7.36 -2.15 -1.42
27 C -5.98 -1.69 -0.89
28 C -5.00 -2.75 -1.42
29 O -5.68 -3.36 -2.51
30 C -7.03 -3.46 -2.13
31 H -7.73 -1.43 -2.14
32 H -8.05 -2.22 -0.58
33 H -5.89 -1.49 0.18
34 H -5.74 -0.73 -1.37
35 H -4.80 -3.51 -0.65
36 H -4.07 -2.30 -1.77
37 H -7.14 -4.33 -1.47
38 H -7.64 -3.65 -3.01
39 C 4.61 -3.91 0.92
40 C 3.34 -4.75 1.23
41 C 2.30 -4.16 0.32
42 O 2.62 -2.75 0.26
43 C 4.04 -2.60 0.33
44 H 5.34 -4.46 0.34
45 H 5.17 -3.72 1.85
46 H 3.05 -4.62 2.27
47 H 3.59 -5.79 1.04
48 H 1.26 -4.25 0.63
49 H 2.32 -4.50 -0.72
50 H 4.22 -1.76 1.01
51 H 4.48 -2.37 -0.64
52 C -0.13 1.97 5.60
53 C -0.12 3.12 4.59
54 C -1.60 3.48 4.61
55 O -2.32 2.28 4.88
56 C -1.39 1.23 5.20
57 H -0.24 2.35 6.62
58 H 0.75 1.33 5.62
59 H 0.18 2.71 3.62
60 H 0.54 3.93 4.89
61 H -1.93 3.89 3.66
62 H -1.81 4.21 5.40
63 H -1.25 0.67 4.27
64 H -1.75 0.61 6.01
65 C -3.37 2.63 1.64
66 C -4.28 1.55 1.09
67 C -5.40 2.47 0.59
68 O -4.74 3.59 0.03
69 C -3.40 3.65 0.51
70 H -2.38 2.30 1.94
71 H -3.87 3.10 2.49
72 H -4.58 0.84 1.86
73 H -3.92 1.04 0.19
74 H -6.06 2.76 1.42
75 H -6.07 1.98 -0.12
76 H -3.13 4.64 0.87
77 H -2.74 3.36 -0.31
78 O -1.03 3.50 -3.14
79 C -2.03 2.91 -3.43
80 O -3.24 3.41 -3.17
81 C -4.29 2.49 -3.54
82 C -3.59 1.16 -3.89
83 C -2.16 1.58 -4.15
84 H -4.80 2.92 -4.40
85 H -4.95 2.39 -2.68
86 H -4.08 0.76 -4.78
87 H -3.68 0.39 -3.12
88 H -1.94 1.80 -5.19
89 H -1.43 0.87 -3.77
90 O 6.33 -0.73 4.11
91 C 5.16 -0.64 3.93
92 O 4.58 0.50 3.48
93 C 3.16 0.42 3.63
94 C 2.82 -1.07 3.65
95 C 4.09 -1.67 4.24
96 H 2.65 0.93 2.81
97 H 2.89 0.92 4.56
98 H 2.57 -1.44 2.66
99 H 1.93 -1.25 4.25
100 H 4.34 -2.66 3.86
101 H 4.03 -1.76 5.33
102 O -1.27 -2.61 3.18
103 C -0.78 -3.60 3.61
104 O -1.50 -4.74 3.77
105 C -0.62 -5.88 3.93
106 C 0.70 -5.36 3.38
107 C 0.68 -3.93 3.88
108 H -1.04 -6.69 3.34
109 H -0.58 -6.10 5.00
110 H 0.68 -5.40 2.29
111 H 1.59 -5.88 3.74
112 H 1.31 -3.22 3.34
113 H 0.89 -3.83 4.94
114 O 2.21 3.40 0.68
115 C 2.79 3.90 1.61
116 O 3.96 3.48 2.08
117 C 4.43 4.33 3.17
118 C 3.22 5.18 3.59
119 C 2.32 5.14 2.32
120 H 5.32 4.90 2.91
121 H 4.71 3.62 3.94
122 H 3.48 6.21 3.84
123 H 2.74 4.72 4.45
124 H 2.56 6.00 1.70
125 H 1.27 5.14 2.61
126 O -1.02 6.04 1.64
127 C -0.59 6.49 0.62
128 O -0.06 7.75 0.58
129 C 0.48 8.00 -0.71
130 C 0.67 6.62 -1.36
131 C -0.50 5.84 -0.76
132 H 1.39 8.59 -0.67
133 H -0.23 8.55 -1.34
134 H 1.64 6.18 -1.10
135 H 0.63 6.68 -2.45
136 H -0.28 4.79 -0.66
137 H -1.44 6.12 -1.24
138 O -2.05 -1.13 -1.10
139 C -1.16 -0.41 -0.76
140 O -1.12 0.86 -1.19
141 C -0.13 1.65 -0.53
142 C 0.52 0.72 0.49
143 C 0.04 -0.69 0.16
144 H -0.63 2.50 -0.07
145 H 0.57 2.12 -1.22
146 H 0.10 0.98 1.47
147 H 1.59 0.88 0.51
148 H -0.35 -1.25 1.01
149 H 0.75 -1.34 -0.35
150 O -3.03 -1.56 -6.51
151 C -2.44 -2.08 -5.63
152 O -1.13 -1.76 -5.37
153 C -0.68 -2.37 -4.17
154 C -1.62 -3.56 -3.96
155 C -2.92 -3.09 -4.60
156 H -0.68 -1.70 -3.31
157 H 0.35 -2.71 -4.28
158 H -1.72 -3.95 -2.95
159 H -1.21 -4.41 -4.52
160 H -3.58 -2.55 -3.92
161 H -3.47 -3.86 -5.12
162 O 4.30 -0.63 -5.27
163 C 3.31 0.00 -5.04
164 O 2.48 -0.33 -4.04
165 C 1.34 0.56 -3.99
166 C 1.81 1.82 -4.74
167 C 2.80 1.25 -5.73
168 H 1.08 0.73 -2.95
169 H 0.52 0.09 -4.54
170 H 2.27 2.53 -4.05
171 H 0.94 2.32 -5.16
172 H 3.59 1.87 -6.12
173 H 2.26 0.86 -6.61

The molar mass is 1139.333 g/mol. The value obtained for the LUMO energy is 0.323 eV. As for the highest occupied orbital energy: -9.178 eV. The maximum force comes out at 1.745 eV/A. Its gap between HOMO and LUMO is 9.501 eV.

=====

Question: What is the formula in the second record?
Answer: C55H94O24